## P
A gas-phase ion, C6H8N (charge +1). Source: the OMol25 dataset; level of theory: wB97M-V/def2-TZVPD.

Summary:
* total charge: +1
* orbital gap: 8.58 eV
* LUMO: -5.74 eV

Atoms and positions in Å:
C: 0.07 1.01 -0.11
C: -0.60 1.31 -1.27
C: 0.66 1.23 1.21
C: 1.19 0.23 0.58
C: 2.16 -0.75 0.16
C: -1.83 -0.73 -0.53
N: -1.35 0.64 -0.20
H: 0.48 1.98 1.94
H: 3.07 -0.66 0.76
H: 2.37 -0.63 -0.89
H: 1.62 -1.79 0.21
H: -2.29 -0.65 -1.51
H: -0.90 -1.37 -0.49
H: -2.57 -1.15 0.22
H: -2.07 1.32 -0.07

***

## Q
A gas-phase ion, C6H8N (charge +1). Source: the OMol25 dataset; level of theory: wB97M-V/def2-TZVPD.

Summary:
* total charge: +1
* orbital gap (alpha / beta): 6.94 / 6.95 eV
* LUMO (alpha / beta): -6.34 / -6.33 eV

Atoms and positions in Å:
C: -1.61 -1.08 -0.28
C: 0.48 -0.02 -1.21
C: -0.68 -1.27 -1.13
C: 0.77 0.80 -0.07
C: -2.10 0.94 0.95
C: 1.47 0.11 1.00
N: -1.93 -0.09 0.36
H: 1.33 -0.53 -1.44
H: 0.03 0.47 -2.02
H: -0.64 -2.16 -1.70
H: 0.67 1.83 0.11
H: -2.78 1.38 1.59
H: 2.26 0.70 1.49
H: 1.93 -0.90 0.61
H: 0.80 -0.18 1.75

***

The most stable arrangement is Q, and the next structure is 10.0 kcal/mol less stable.